[1]
DFT (ωB97M-V with the def2-TZVPD basis set) results for a single C4H5NO molecule at a distorted geometry.

Last column: Löwdin charge in e.
CARTESIAN COORDINATES (ANGSTROEM)
N: 2.299030 -0.064716 -1.039262  0.149
C: 1.448904 -0.524538 -0.388984  -0.172
C: 0.249750 -0.311861 0.390779  -0.493
O: 0.492109 0.353333 1.593242  0.028
C: -0.532145 0.389193 -0.737232  -0.069
C: -1.235130 -0.507228 0.251985  -0.022
H: 1.234422 0.958404 1.472213  0.110
H: -0.088077 1.382308 -0.916553  0.137
H: -0.423957 -0.154571 -1.671858  0.105
H: -1.723158 -0.096407 1.130213  0.112
H: -1.721752 -1.423917 -0.084543  0.114

Forces on atoms 1 to 3 (eV/Å):
-0.0868 -1.2760 0.6515
0.9167 0.1679 -0.3280
0.0777 -0.0331 -0.3134

The spin multiplicity is 1. The value obtained for the max |F| is 1.87 eV Å⁻¹. As for the highest occupied orbital energy: -9.5 eV. As for the energy relative to the best compared isomer or geometry (same formula, charge and spin): 78.6 kcal per mole. The calculation puts the orbital gap at 10.296 eV. Its SMILES is N#CC1(O)CC1. Its total energy is -7763.1201 eV.

=====

[2]
DFT (ωB97M-V with the def2-TZVPD basis set) results for 2 unconnected molecules or ions with the total composition C6H12O at a distorted geometry.

Last column: Löwdin charge in e.
CARTESIAN COORDINATES (ANGSTROEM)
C: 1.631975 -0.669008 -0.191511  -0.004
C: 1.390709 -0.274971 1.059904  -0.230
C: 0.013474 -0.125205 1.654520  -0.212
C: -1.026099 -0.389462 0.574009  -0.148
C: -0.797331 0.434056 -0.690506  -0.494
C: -1.199641 -0.208090 -1.985986  -0.020
O: -0.549903 1.623058 -0.664504  0.011
H: 0.901328 -1.176811 -0.811905  0.048
H: 2.596677 -0.507675 -0.657466  0.070
H: 2.231104 -0.008931 1.698569  0.102
H: -0.109516 0.901153 2.028520  0.106
H: -0.127983 -0.777273 2.524570  0.114
H: -2.034599 -0.111952 0.901252  0.131
H: -1.042934 -1.456613 0.328731  0.120
H: -2.287675 -0.299487 -1.897940  0.096
H: -0.792505 -1.209913 -2.139158  0.078
H: -0.960266 0.447607 -2.824053  0.091
H: 0.771543 1.979991 0.347528  0.069
H: 1.391642 1.829524 0.745424  0.071

Forces on atoms 1 to 3 (eV/Å):
0.2636 -0.3364 0.3636
0.1180 -0.5839 -0.0355
0.0358 -0.1319 -0.0931

The spin multiplicity is 1. The value obtained for the max |F| is 1.04 eV Å⁻¹. As for the highest occupied orbital energy: -9.3 eV. As for the energy relative to the best compared isomer or geometry (same formula, charge and spin): 61.9 kcal per mole. The calculation puts the orbital gap at 10.201 eV. Its SMILES is C=CCCC(C)=O.[H][H]. Its total energy is -8461.6686 eV.

=====

[3]
DFT (ωB97M-V with the def2-TZVPD basis set) results for 4 unconnected molecules or ions with the total composition C23H51BNO14P4S at a distorted geometry.

Last column: Löwdin charge in e.
CARTESIAN COORDINATES (ANGSTROEM)
C: 5.472230 2.705324 -2.446473  -0.109
C: 5.533014 2.064047 -3.897716  -0.227
C: 4.071719 2.208903 -4.533641  -0.241
C: 3.276383 0.917028 -4.096303  -0.294
P: 1.551679 0.823495 -4.854622  0.769
S: 1.233985 -0.992853 -5.887995  0.547
C: 0.266141 1.161480 -3.533809  -0.284
C: -0.204174 -0.121669 -2.755378  -0.132
C: -1.201342 0.188721 -1.588858  -0.427
O: -0.800835 0.457903 -0.476303  0.084
N: -2.644206 0.187833 -1.784167  0.099
C: -2.863997 1.104119 -2.906993  -0.257
C: -2.821454 2.563793 -2.768069  -0.019
C: -3.002617 3.437866 -3.921614  -0.072
C: -3.220029 2.843142 -5.240641  -0.087
C: -3.274262 1.395029 -5.364413  -0.070
C: -3.097051 0.485676 -4.223200  -0.010
B: 1.310346 2.245384 -6.174976  -0.565
C: 0.827233 3.664334 -5.568479  -0.029
O: 1.515799 2.015141 -7.529932  0.094
H: 4.713933 3.529884 -2.387385  0.074
H: 5.123868 1.907746 -1.730037  0.070
H: 6.484482 3.075533 -2.124919  0.082
H: 6.297141 2.563740 -4.544744  0.109
H: 5.782966 0.982187 -3.760049  0.104
H: 3.558537 3.134500 -4.158596  0.097
H: 4.182314 2.309943 -5.647557  0.116
H: 3.805580 -0.018927 -4.431736  0.098
H: 3.156355 0.868067 -2.975759  0.110
H: 1.917334 -0.764061 -7.071244  -0.103
H: 0.621455 1.983192 -2.848538  0.135
H: -0.614781 1.601263 -4.086277  0.063
H: -0.633063 -0.907938 -3.424222  0.109
H: 0.710009 -0.558608 -2.262109  0.131
H: -3.032851 0.607611 -0.934101  0.131
H: -2.633871 3.012261 -1.761668  0.120
H: -2.948128 4.545256 -3.845683  0.106
H: -3.360244 3.443420 -6.163525  0.103
H: -3.423896 0.924021 -6.359378  0.101
H: -3.109563 -0.623821 -4.336262  0.119
H: 1.470220 3.927062 -4.683501  0.075
H: -0.215063 3.535888 -5.147823  0.061
H: 0.779276 4.470534 -6.340453  0.083
H: 1.188727 2.832178 -7.960775  0.123
C: -4.757477 -5.888817 2.623690  -0.127
O: -4.482002 -4.666059 1.932093  -0.286
P: -5.783065 -3.569650 1.899336  0.687
O: -6.463287 -4.216759 0.713616  -0.257
O: -4.773047 -2.371912 1.417040  -0.299
C: -3.482234 -2.603262 0.877352  -0.105
O: -7.028912 -2.456415 2.172366  -0.264
C: -6.926583 -1.106135 1.753072  -0.134
H: -3.854965 -6.497813 2.617311  0.088
H: -5.034728 -5.678678 3.656528  0.078
H: -5.561149 -6.434878 2.124434  0.082
H: -3.501072 -3.334396 0.068907  0.096
H: -2.804628 -2.915664 1.672454  0.086
H: -3.106687 -1.658336 0.473867  0.069
H: -6.776568 -1.053079 0.672569  0.093
H: -6.130367 -0.588941 2.286799  0.081
H: -7.868504 -0.611527 1.998402  0.091
C: 1.841878 1.911462 2.999341  -0.121
O: 3.259068 1.828882 3.183781  -0.289
P: 4.147386 3.036116 2.369062  0.688
O: 4.158926 2.301174 1.044631  -0.273
O: 5.466647 2.665183 3.260835  -0.295
C: 5.612182 1.461070 4.002129  -0.100
O: 4.920370 4.410871 1.757608  -0.270
C: 6.303489 4.648176 1.976784  -0.123
H: 1.373103 1.121875 3.585460  0.086
H: 1.472439 2.877170 3.347067  0.081
H: 1.587375 1.773082 1.946259  0.078
H: 5.396915 0.580815 3.396665  0.093
H: 4.974448 1.494011 4.884901  0.087
H: 6.648456 1.397609 4.342397  0.094
H: 6.899091 3.826237 1.574616  0.095
H: 6.511938 4.804217 3.033526  0.088
H: 6.569551 5.564175 1.445664  0.092
C: -0.739395 -6.440371 6.999302  -0.122
O: -0.465411 -5.223974 6.295512  -0.290
P: -1.809136 -4.185432 6.137263  0.695
O: -2.369106 -4.897028 4.925088  -0.255
O: -0.809682 -2.965454 5.695708  -0.298
C: 0.530254 -3.155756 5.265239  -0.104
O: -3.106992 -3.105386 6.260809  -0.265
C: -3.010842 -1.767352 5.798438  -0.126
H: 0.186342 -7.009659 7.073303  0.089
H: -1.101193 -6.220655 8.004502  0.081
H: -1.480525 -7.032436 6.458513  0.083
H: 0.603864 -3.909755 4.481658  0.094
H: 1.156711 -3.415856 6.118038  0.087
H: 0.893523 -2.206584 4.862493  0.085
H: -2.771105 -1.748794 4.732883  0.089
H: -2.279483 -1.204462 6.375894  0.086
H: -3.985111 -1.296477 5.944714  0.092

Forces on atoms 1 to 3 (eV/Å):
0.1433 -0.6391 -0.0508
-0.9542 0.9217 0.7769
0.8080 -0.6620 0.0667

Its net charge is +1. The spin multiplicity is 1. The value obtained for the max |F| is 8.54 eV Å⁻¹. As for the highest occupied orbital energy: -10.4 eV. The calculation puts the orbital gap at 6.697 eV. Its total energy is -103489.6369 eV.

=====

[4]
DFT (ωB97M-V with the def2-TZVPD basis set) results for 2 unconnected molecules or ions with the total composition C4H13N4O at a distorted geometry.

Last column: Löwdin charge in e.
CARTESIAN COORDINATES (ANGSTROEM)
C: -1.582633 -1.282571 0.861250  -0.052
C: 0.746634 -1.784683 1.042581  -0.426
N: 0.974765 -1.216483 -0.143961  0.233
N: -0.464145 -1.818778 1.596402  0.060
N: 1.707304 -2.496525 1.648333  0.201
H: 0.378252 -0.431928 -0.394489  0.069
H: 1.959285 -1.007224 -0.251561  0.138
H: -0.675350 -2.648321 2.129102  0.159
H: 1.452479 -3.261922 2.247476  0.128
H: 2.693224 -2.330387 1.546286  0.131
H: -1.566666 -0.221495 0.856746  0.071
H: -2.496837 -1.614472 1.343363  0.104
H: -1.661396 -1.587300 -0.184760  0.100
C: -0.520172 1.581569 -2.018926  -0.002
C: -0.018917 2.311478 -0.809614  -0.575
O: 0.161499 1.729036 0.264507  -0.007
N: 0.192519 3.638158 -0.868554  0.178
H: -0.971309 0.620616 -1.790481  0.066
H: 0.304901 1.444773 -2.716283  0.096
H: 0.758073 4.066720 -0.159418  0.118
H: -0.041168 4.215102 -1.656819  0.115
H: -1.330343 2.094638 -2.541181  0.093

Forces on atoms 1 to 3 (eV/Å):
-1.1803 -0.3829 -0.3126
0.0087 -1.2523 0.3706
0.4667 0.8276 0.8349

Its net charge is +1. The spin multiplicity is 1. The value obtained for the max |F| is 1.47 eV Å⁻¹. As for the highest occupied orbital energy: -13.3 eV. As for the energy relative to the best compared isomer or geometry (same formula, charge and spin): 19.0 kcal per mole. The calculation puts the orbital gap at 10.491 eV. Its total energy is -12362.0656 eV.

=====

> Which of these has the lowest orbital gap?

C23H51BNO14P4S

=====

Copy entry 2 word for word.
DFT (ωB97M-V with the def2-TZVPD basis set) results for 2 unconnected molecules or ions with the total composition C6H12O at a distorted geometry.

Last column: Löwdin charge in e.
CARTESIAN COORDINATES (ANGSTROEM)
C: 1.631975 -0.669008 -0.191511  -0.004
C: 1.390709 -0.274971 1.059904  -0.230
C: 0.013474 -0.125205 1.654520  -0.212
C: -1.026099 -0.389462 0.574009  -0.148
C: -0.797331 0.434056 -0.690506  -0.494
C: -1.199641 -0.208090 -1.985986  -0.020
O: -0.549903 1.623058 -0.664504  0.011
H: 0.901328 -1.176811 -0.811905  0.048
H: 2.596677 -0.507675 -0.657466  0.070
H: 2.231104 -0.008931 1.698569  0.102
H: -0.109516 0.901153 2.028520  0.106
H: -0.127983 -0.777273 2.524570  0.114
H: -2.034599 -0.111952 0.901252  0.131
H: -1.042934 -1.456613 0.328731  0.120
H: -2.287675 -0.299487 -1.897940  0.096
H: -0.792505 -1.209913 -2.139158  0.078
H: -0.960266 0.447607 -2.824053  0.091
H: 0.771543 1.979991 0.347528  0.069
H: 1.391642 1.829524 0.745424  0.071

Forces on atoms 1 to 3 (eV/Å):
0.2636 -0.3364 0.3636
0.1180 -0.5839 -0.0355
0.0358 -0.1319 -0.0931

The spin multiplicity is 1. The value obtained for the max |F| is 1.04 eV Å⁻¹. As for the highest occupied orbital energy: -9.3 eV. As for the energy relative to the best compared isomer or geometry (same formula, charge and spin): 61.9 kcal per mole. The calculation puts the orbital gap at 10.201 eV. Its SMILES is C=CCCC(C)=O.[H][H]. Its total energy is -8461.6686 eV.

=====

> Which value of highest occupied orbital energy does entry 4 give?

-13.3 eV

=====

> Which value of spin multiplicity does entry 2 give?

1